Computed, not measured: 9 unconnected molecules or ions with the total composition C65H60F3N3O34PS3 in a non-equilibrium geometry, with wB97M-V/def2-TZVPD.

```
! wB97M-V def2-TZVPD RIJCOSX def2/J DEFGRID3
* xyz 1 1
H -4.59 -11.09 -3.59
O 11.40 -1.15 -2.31
N -0.09 4.87 -0.55
N -0.03 2.73 -0.88
H -5.57 0.44 0.15
F 4.29 7.24 -1.03
H -8.52 -7.88 -3.17
H -5.22 -7.13 -1.90
C -0.82 3.75 -0.50
H -7.12 5.50 0.55
C -6.72 -3.42 -1.72
H 2.60 5.60 -2.23
C 4.44 6.02 -0.52
C -9.10 5.09 -0.19
O -13.63 3.50 -5.91
O 11.55 5.54 -0.20
H 0.49 -1.45 -1.87
C 8.70 6.67 -2.87
H -2.25 4.67 1.86
C 13.43 -4.20 -0.55
C 2.22 5.66 -1.20
C 6.24 1.21 -2.93
C -9.88 2.66 -4.59
H 10.06 4.41 0.46
H 1.32 0.67 0.03
C 2.41 -3.14 5.71
H -6.81 -5.29 -2.09
C 13.78 -2.76 -0.25
C 1.61 -4.00 10.78
O 8.08 2.23 -1.81
S 2.30 2.11 -3.86
O 10.28 8.09 -3.95
C 1.18 4.60 -1.00
H -9.26 4.35 -5.81
C -5.50 -1.39 -0.16
H 2.94 1.26 -1.19
H -0.14 -0.37 1.44
C -7.66 -8.53 -3.25
C 0.49 0.25 -0.53
C -6.66 -10.75 -4.01
H -10.38 2.13 -0.26
F 5.15 6.07 0.60
H 15.05 -3.53 0.85
H -13.16 1.46 -4.27
H -0.44 5.79 -0.33
C 6.50 -0.94 -3.96
H -3.89 3.35 3.00
O -11.67 4.98 -6.75
N -7.73 3.58 1.16
H 1.38 -3.17 12.72
C -7.67 4.65 0.15
H -3.80 2.05 1.81
C -0.52 1.33 -0.92
C 11.69 -3.45 -2.03
H -9.17 5.29 -1.27
C 12.34 -4.47 -1.47
O 10.69 -3.60 -2.88
O 14.10 -5.05 0.01
H 12.10 -5.50 -1.67
C 1.03 -0.51 -1.77
C -0.27 -6.01 11.45
H -1.27 -0.85 0.14
H 4.68 0.16 -4.02
O -5.04 -0.31 0.48
H -7.87 -11.87 -4.85
C 0.24 -6.07 10.21
H 7.40 5.30 -1.78
H -7.15 4.31 -0.76
C -11.36 4.01 -5.92
H 2.17 0.80 5.02
O -6.93 -11.90 -4.60
H 2.48 -4.19 5.95
C -5.07 -2.63 0.06
O -8.80 2.35 -4.13
C -9.56 2.84 -0.31
H 3.65 3.29 -1.70
C 1.22 3.23 -1.23
H -9.79 0.86 -3.22
C -0.23 -0.73 0.41
O 5.59 2.20 -2.62
C 12.05 -2.01 -1.74
C -12.31 2.06 -4.58
H 2.73 -3.43 9.39
H 6.89 -2.60 -4.69
O 1.70 -5.03 8.68
H -9.39 5.99 0.35
C 1.20 -5.08 9.79
O -10.75 0.81 -3.35
C 2.74 -0.71 6.41
C -10.11 3.76 -5.50
H -0.04 -6.84 9.51
O -8.89 -10.20 -4.39
C -6.46 -8.22 -2.77
C 0.12 -4.92 12.42
O -10.04 4.09 0.15
C -7.15 -2.16 -1.93
H 9.42 8.16 -4.40
C -6.54 3.23 1.77
O 3.33 -2.48 7.78
H -12.64 4.93 -6.88
C -5.45 -10.43 -3.53
O -1.15 -6.86 11.93
H -1.34 -6.57 12.85
C 2.26 -0.25 5.24
H -4.30 -2.87 0.78
O -0.42 -4.95 13.51
H 1.20 -2.87 2.86
C 2.86 -2.19 6.70
H 12.07 7.27 -2.15
C 1.09 -3.93 12.01
H 9.51 0.08 -2.43
C 7.94 -0.99 -3.49
H 3.45 -0.52 8.11
H 10.37 -2.72 -3.16
O 1.49 -3.46 3.58
O 14.77 -2.62 0.61
C -6.58 -1.08 -1.17
O -6.17 -7.08 -2.15
H 1.79 6.65 -1.06
C -8.39 2.38 0.57
C 1.93 -2.68 4.55
H 0.88 0.04 -2.70
H -2.72 4.60 -0.48
C 7.68 1.16 -2.48
H -0.98 1.15 -1.90
C -5.65 -3.73 -0.70
H -1.63 3.01 1.88
O 3.25 5.42 -0.25
O 6.12 -2.00 -4.64
H 13.36 -0.70 -0.60
C -2.40 3.67 1.46
H -2.77 2.86 -0.53
C 8.40 5.71 -1.83
S -6.48 2.27 3.09
O 8.56 -2.01 -3.78
O 9.19 4.48 0.01
C -3.76 3.14 1.94
H -1.33 1.31 -0.19
O 7.89 7.08 -3.69
O -5.30 -4.89 -0.56
O 2.50 -3.15 10.30
C -7.84 -9.82 -3.91
H -7.69 1.80 -0.03
H -8.76 1.78 1.40
F 5.12 5.29 -1.43
O -6.89 0.10 -1.28
H -7.91 -1.93 -2.66
C 10.76 5.92 -1.05
C 8.48 0.12 -2.74
H 7.31 2.84 -1.76
C -12.54 3.17 -5.48
O -4.22 -8.73 -2.43
H 2.09 -0.74 -1.67
C 10.10 7.23 -2.95
C -5.27 -9.14 -2.89
C 13.12 -1.73 -0.81
P 2.64 2.38 -1.97
S -5.09 3.91 1.00
C -2.25 3.71 -0.07
O 1.39 -0.90 3.14
C -11.06 1.81 -4.17
C 1.83 -1.20 4.24
C 11.07 6.87 -2.09
C 9.36 5.35 -0.97
H 0.29 -1.69 0.38
C 5.70 0.11 -3.69
O -7.20 -4.44 -2.39
O 3.15 0.07 7.39
H -9.26 2.94 -1.36
*
```

E_tot: -7070.6168 Eh
Gap between HOMO and LUMO: 7.240 eV
LUMO level: -3.36 eV